Here is an isolated ion of composition C4H5N2OS and charge -1 at a distorted geometry from the OMol25 dataset. Energies are from wB97M-V/def2-TZVPD.

Positions of all 13 atoms, in Å:
N: -3.85405 0.04096 0.53524
H: 2.55367 1.21924 0.26273
O: 0.95216 0.00397 -0.18902
C: -1.01582 -1.26413 -0.34424
C: 1.45626 1.24213 0.17905
H: 1.32202 2.05067 -0.54290
C: -2.31770 -1.65397 -0.19619
C: -0.44112 -0.06246 -0.13565
H: -2.63580 -2.68878 -0.51177
H: -0.31044 -2.05805 -0.61128
S: -5.15448 0.95641 0.18702
H: 1.03049 1.50068 1.12471
N: -3.40282 -0.90349 -0.11147

Forces on atoms 1 to 3 (eV/Å):
N 0.7828 -0.1524 1.7356
H -0.1666 -0.6405 0.1950
O -1.3406 -1.8418 -0.6616

Summary:
HOMO-LUMO gap (spin up / spin down): 6.82 / 6.82 eV
total charge: -1
energy relative to the best compared isomer or geometry (same formula, charge and spin): 529.41 kJ/mol

Results of the Löwdin charge analysis, in e, for atoms 1 through 4:
1 N -0.60
2 H 0.07
3 O -0.20
4 C -0.22

---

Here is a 3-piece molecular cluster, C24H28N5O3 overall at a distorted geometry from the OMol25 dataset. Energies are from wB97M-V/def2-TZVPD.

Positions of all 60 atoms, in Å:
N: -2.09077 2.22763 2.58227
C: -2.95668 -1.78416 -0.13818
C: 4.40332 -4.39207 -0.67544
H: -3.39322 -1.14069 0.61134
H: 0.94421 4.75852 -0.58346
C: 2.96531 4.34184 -0.90183
C: -1.66276 -2.39313 0.01036
C: 0.77898 -4.54811 0.14204
N: 2.92913 -4.27434 -0.86135
H: 3.12172 5.06192 -1.69141
H: -4.87073 -0.63362 -2.17870
H: -5.71843 -2.09231 -1.49569
C: 1.04968 -3.32682 -1.91325
H: 4.52450 -5.31796 -0.11318
H: -3.59701 0.96170 3.00929
C: 0.02652 1.48804 1.74947
C: 0.21595 -3.74992 -0.87341
C: 2.42282 -3.57874 -1.89391
C: 1.73295 4.11658 -0.21985
N: -4.18564 2.13876 -0.54256
H: -3.25692 2.15378 4.30419
C: 1.67944 3.14074 0.83128
C: -3.37785 -3.09068 -2.03416
H: -5.26342 -0.78993 -0.43038
H: 0.56631 -2.60597 -2.55600
O: -4.06062 3.22932 -0.08269
O: -3.41066 1.26885 -0.09650
H: 4.80990 -3.51951 -0.16412
C: 5.27979 3.63117 -1.43662
H: 4.98667 2.28801 0.65228
H: -4.11158 2.65321 2.84447
C: -1.23673 -3.29171 -0.92808
H: -1.06618 -1.97767 0.80903
C: -3.33136 1.99591 3.22826
H: -2.43680 4.30571 2.63977
H: -4.07427 -3.38828 -2.80413
H: 2.91864 1.86801 2.05242
C: -1.75733 3.49962 2.40541
H: -1.81588 -4.44051 -2.59553
H: 4.93770 -4.40483 -1.62538
H: -1.60938 0.19450 2.44921
H: 2.64800 -5.49035 0.79648
H: 4.99366 3.41340 -2.46560
N: -3.70563 -2.09775 -1.15186
H: 3.12539 -3.21592 -2.62954
C: -0.51055 3.83959 1.87176
C: 0.36398 2.81514 1.48504
C: 2.12087 -4.84584 0.10862
N: 4.04790 3.62503 -0.58511
C: 4.02724 2.72981 0.42713
C: -4.96730 -1.31866 -1.33639
H: 0.24169 -4.98005 0.97340
C: 2.86920 2.48600 1.16809
H: 6.01684 2.93953 -1.02858
H: 5.67746 4.63810 -1.30993
H: 0.62636 0.62325 1.50709
H: -0.29759 4.87943 1.67231
C: -2.08801 -3.67717 -1.88164
O: -4.97050 1.85268 -1.46453
C: -1.22833 1.20092 2.35799

Forces on atoms 1 to 3 (eV/Å):
N 1.5492 -0.1064 0.3977
C 2.8386 -1.1374 1.5637
C -0.0864 -0.2623 -0.2343

Summary:
HOMO-LUMO gap: 5.08 eV
total charge: +3
energy relative to the best compared isomer or geometry (same formula, charge and spin): 106.37 kJ/mol

Results of the Löwdin charge analysis, in e, for atoms 1 through 4:
1 N -0.09
2 C 0.01
3 C 0.05
4 H 0.13

---

Here is C33H37Cl2N5O3PtS2 as an isolated structure at a distorted geometry from the OMol25 dataset. Energies are from wB97M-V/def2-TZVPD.

Positions of all 83 atoms, in Å:
H: 3.00987 -2.09067 -5.75766
C: -1.55198 3.09711 0.98630
H: -0.27055 -5.08286 -2.57851
C: -5.21424 3.56606 1.85507
N: -1.21661 -0.57655 -0.94502
H: -1.73043 -5.83628 -0.96856
H: 0.75717 0.74673 6.69244
H: 4.16960 3.97698 -1.82036
H: -2.54296 -4.41139 -2.30093
H: 3.75273 1.75295 1.06383
H: -5.85525 3.49998 2.71947
C: 3.81167 -3.65677 -4.53813
H: 0.44872 -3.07383 -1.14946
C: -5.71919 3.92136 0.62272
C: -1.18705 -5.35982 -0.15537
H: -1.31168 -5.98643 0.72496
S: -0.33971 1.55721 4.72759
C: -1.72775 -3.95530 0.14513
C: 3.93412 4.48361 -0.89401
N: -1.14019 0.14386 -2.06674
C: -1.73306 -3.05663 -1.14657
C: -0.36185 -3.01172 -1.87556
C: -0.86625 -3.36138 1.26455
H: 3.76470 1.80564 -0.74897
H: -0.12769 -5.33221 -0.39153
C: 2.16413 0.58962 5.04847
H: 4.51312 6.39964 -1.62632
C: 3.23688 4.41797 1.42687
H: -5.27628 4.24138 -1.45316
N: -1.13334 2.53355 2.12096
O: -0.79337 3.39163 0.03112
H: -3.17152 -4.79333 1.51504
C: 2.27670 -4.73237 -3.05992
C: 3.84743 6.49283 0.40823
C: -0.14895 -4.07306 -2.96665
H: -2.48786 2.68749 3.18969
H: 2.94870 3.84612 2.30214
C: 0.66359 1.83458 3.29012
O: -2.73797 -3.50611 -2.03624
N: 0.17748 2.27115 2.19318
C: -3.00529 3.35711 0.90434
H: -6.77140 4.14160 0.51704
Pt: 1.34881 2.61421 0.29743
C: -3.16538 -4.12359 0.65860
C: 1.09622 1.31599 5.82978
H: 0.22610 1.62857 -2.62626
C: 3.49364 3.71371 0.21361
H: 0.15098 -3.17257 0.93012
H: -0.87514 -3.91046 -3.76541
Cl: 4.11948 8.19109 0.54170
H: 1.44536 2.29730 6.15260
C: -0.22060 -0.21341 -0.12601
C: 3.55976 -4.60527 -3.56095
H: -0.26993 -2.05650 -2.39227
C: -4.88156 3.98787 -0.48195
H: -0.81598 -4.07181 2.08696
H: 3.12810 0.60843 5.55309
C: -3.53810 3.72078 -0.33271
C: -3.86104 3.26374 2.01634
H: -1.28611 -2.43934 1.65672
C: 3.40682 2.26836 0.16936
C: 1.24140 -3.93044 -3.52244
Cl: 5.40444 -3.50839 -5.19247
H: -3.60499 -3.18091 0.97101
C: 1.52413 -2.97143 -4.48744
H: 2.08074 -5.47851 -2.30351
H: -2.99346 -1.37097 -1.52995
C: 4.12940 5.84068 -0.78704
H: -3.80080 -4.54772 -0.11401
H: 1.88231 -0.43995 4.82707
N: 0.50177 0.73154 -0.70002
H: -2.62401 -1.54287 0.19539
S: 2.36438 1.47292 3.45769
C: -0.11097 0.92722 -1.89129
H: 0.73341 -2.33266 -4.85148
H: 4.35558 -5.24023 -3.20321
H: 3.16208 6.30251 2.43002
C: 2.80026 -2.82975 -5.00011
C: 3.38780 5.78143 1.51244
C: -2.20621 -1.60143 -0.80789
H: -0.03255 -0.63600 0.83724
H: -2.86092 3.78081 -1.17109
O: -3.44942 2.89760 3.24074

Forces on atoms 1 to 3 (eV/Å):
H 0.0452 0.0480 -0.0647
C 0.4774 -0.3806 0.6215
H -0.0691 -0.0537 -0.0556

Summary:
HOMO-LUMO gap: 6.87 eV
total charge: 0

Results of the Löwdin charge analysis, in e, for atoms 1 through 4:
1 H 0.11
2 C -0.46
3 H 0.10
4 C -0.02

---

| no. | electronic energy (hartree) |
| --- | --- |
| 1 | -738.2126 |
| 2 | -1429.7229 |
| 3 | -3615.2428 |